No. 1
74
Properties=species:S:1:pos:R:3:lowdin_charge:R:1 method="wB97M-V/def2-TZVPD" orbital_gap_ev=5.2 total_charge=-1
C 1.510 -4.209 1.472 0.102
C 0.457 -4.424 2.031 -0.146
C -0.760 -4.246 2.822 -0.209
C -1.654 -3.100 2.279 -0.182
C -1.819 -1.915 3.261 -0.112
C -0.989 -0.657 2.949 -0.398
C 0.226 -0.840 2.007 -0.252
O -0.256 -0.617 0.721 -0.299
P -1.333 0.764 0.764 0.581
C 0.077 2.037 1.193 -0.271
O 1.021 2.244 0.131 -0.195
C 2.184 1.489 0.255 -0.224
C 3.098 1.913 1.399 -0.183
O 4.244 1.072 1.328 -0.138
C 5.006 1.105 2.497 -0.209
C 5.881 -0.153 2.572 -0.205
O 6.353 -0.561 1.318 -0.129
C 5.563 -1.552 0.689 -0.266
C 6.399 -2.721 0.153 -0.069
B -2.895 -0.234 0.060 -0.526
C -2.852 -1.667 -0.631 -0.050
O -4.185 0.360 0.115 -0.032
O -1.703 0.439 2.472 -0.267
H 2.369 -4.044 0.895 0.006
H -0.480 -4.067 3.854 0.104
H -1.277 -5.204 2.801 0.099
H -1.288 -2.810 1.303 0.087
H -2.639 -3.532 2.117 0.097
H -1.549 -2.279 4.247 0.094
H -2.860 -1.608 3.223 0.113
H -0.515 -0.397 3.914 0.128
H 1.068 -0.190 2.266 0.089
H 0.629 -1.839 2.196 0.092
H -1.040 1.026 -0.658 0.029
H -2.273 1.845 0.898 -0.070
H 0.545 1.834 2.162 0.067
H -0.447 2.982 1.312 0.062
H 2.750 1.644 -0.665 0.127
H 2.014 0.412 0.328 0.115
H 3.349 2.973 1.318 0.131
H 2.620 1.702 2.354 0.102
H 5.696 1.956 2.457 0.121
H 4.407 1.171 3.408 0.122
H 6.751 0.098 3.178 0.117
H 5.341 -0.931 3.117 0.119
H 5.068 -1.083 -0.159 0.112
H 4.779 -1.951 1.328 0.111
H 6.276 -3.610 0.760 0.061
H 7.454 -2.481 0.071 0.069
H 6.056 -2.942 -0.853 0.064
H -3.302 -2.375 0.066 0.048
H -3.490 -1.639 -1.518 0.032
H -1.861 -1.995 -0.916 0.037
H -4.454 0.711 -0.749 -0.043
C -2.073 4.431 -1.045 -0.957
Cl -3.264 3.192 -0.664 0.566
Cl -1.014 3.944 -2.381 0.538
H -2.591 5.340 -1.333 0.003
H -1.463 4.608 -0.165 0.022
C -5.709 1.201 -4.077 -0.995
Cl -4.695 0.416 -5.298 0.480
Cl -4.774 1.831 -2.715 0.564
H -6.202 2.041 -4.553 -0.006
H -6.444 0.492 -3.713 0.030
C -3.515 4.811 -4.927 -1.012
Cl -4.405 3.749 -6.029 0.512
Cl -4.601 5.664 -3.822 0.505
H -2.830 4.208 -4.340 -0.036
H -2.970 5.542 -5.513 0.025
C -1.324 -1.836 -5.208 -1.037
Cl -0.106 -1.621 -3.949 0.521
Cl -2.797 -2.586 -4.583 0.488
H -1.579 -0.863 -5.613 0.011
H -0.915 -2.470 -5.986 0.017

No. 2
19
Properties=species:S:1:pos:R:3:nbo_charge:R:1 method="wB97M-V/def2-TZVPD" relative_energy_ev=2.406 orbital_gap_ev=8.4
C -2.015 0.005 0.691 -0.404
C 2.075 -1.131 0.513 -0.426
N -0.626 -0.365 0.595 -0.615
N 1.174 -1.249 -0.618 -0.619
C 0.880 2.076 0.807 0.295
C -0.030 -0.539 -0.644 0.379
C -0.530 -0.084 -1.799 -0.646
N 0.092 2.862 0.485 -0.742
H -0.350 -1.059 1.274 0.380
H 1.660 -1.136 -1.498 0.377
H -0.627 3.488 0.186 0.445
H -2.191 0.904 0.106 0.196
H -2.247 0.222 1.731 0.203
H -2.699 -0.777 0.334 0.184
H 3.039 -1.516 0.222 0.205
H 2.166 -0.087 0.871 0.216
H 1.714 -1.765 1.347 0.176
H 0.020 -0.197 -2.716 0.199
H -1.506 0.348 -1.885 0.198

No. 3
92
Properties=species:S:1:pos:R:3:lowdin_charge:R:1 method="wB97M-V/def2-TZVPD" orbital_gap_ev=1.0 total_charge=+1
C -5.881 -1.569 1.476 -0.299
C -4.834 -2.323 0.584 -0.314
O -4.152 -1.420 -0.270 -0.280
C -2.761 -1.794 -0.251 -0.159
C -1.846 -0.854 -1.096 -0.195
O -0.486 -1.007 -0.720 -0.139
C 0.110 -2.138 -1.384 -0.150
C 0.780 -3.041 -0.292 -0.158
O 1.680 -2.200 0.416 -0.116
C 1.814 -2.544 1.799 -0.110
C 1.498 -1.218 2.537 -0.157
C 0.115 -0.711 2.491 -0.022
N -0.310 0.423 3.030 0.129
C 0.737 1.086 3.642 -0.198
C 0.447 2.388 4.246 0.006
C 1.404 3.193 4.901 -0.032
C 2.768 2.685 5.020 -0.069
B 3.985 3.496 5.765 -0.452
C 4.976 4.353 4.798 0.011
O 4.100 3.354 7.128 0.163
C 3.078 1.360 4.413 0.029
C 2.077 0.585 3.722 -0.198
N 2.479 -0.604 3.162 0.186
H -6.396 -2.322 2.126 0.044
H -5.349 -0.842 2.223 -0.083
H -6.626 -1.029 0.795 0.084
H -4.144 -2.864 1.298 -0.006
H -5.384 -3.120 0.024 0.147
H -2.404 -1.716 0.811 0.115
H -2.637 -2.852 -0.583 0.135
H -2.105 0.202 -0.829 0.121
H -2.010 -1.003 -2.188 0.120
H 0.862 -1.740 -2.110 0.132
H -0.634 -2.729 -1.979 0.124
H -0.060 -3.451 0.313 0.105
H 1.372 -3.824 -0.821 0.145
H 1.174 -3.394 2.118 0.110
H 2.898 -2.788 1.931 0.143
H -0.635 -1.331 1.960 0.104
H -0.579 2.802 4.170 0.113
H 1.133 4.179 5.309 0.115
H 5.816 4.835 5.348 0.085
H 4.364 5.082 4.223 0.102
H 5.358 3.620 4.016 0.059
H 4.770 3.950 7.503 0.119
H 4.119 0.912 4.478 0.084
C -3.766 -1.776 -5.385 -0.100
C -5.196 -1.246 -5.368 -0.255
C -5.356 0.002 -4.493 -0.166
C -4.994 -0.306 -3.090 -0.129
N -4.715 -0.552 -1.992 0.199
H -3.442 -2.092 -4.390 0.061
H -3.692 -2.645 -6.041 0.075
H -3.070 -1.017 -5.748 0.084
H -5.864 -2.034 -5.012 0.111
H -5.499 -1.005 -6.388 0.113
H -6.389 0.353 -4.522 0.121
H -4.714 0.808 -4.855 0.110
Na 5.780 1.877 4.618 0.657
F 5.459 0.635 -2.954 -0.162
Al 4.446 -0.068 -1.738 -0.043
F 2.791 -0.047 -2.269 -0.208
F 4.591 0.845 -0.264 -0.237
F 4.935 -1.705 -1.449 -0.213
F 6.189 3.384 -4.260 -0.098
P 6.283 2.985 -5.833 0.290
F 6.909 1.569 -5.340 -0.073
F 4.725 3.415 -5.634 -0.117
F 6.316 4.051 -7.060 -0.149
F 5.737 1.905 -6.924 -0.089
F 7.806 3.554 -5.783 -0.151
Be -4.428 -2.614 3.253 0.549
O -0.639 -6.714 0.096 -0.498
P -1.081 -6.256 1.481 -0.101
O -1.618 -7.443 2.273 -0.106
O -2.169 -5.190 1.352 -0.185
O 0.093 -5.658 2.245 -0.070
O 8.780 2.381 5.664 -0.583
V 9.815 1.580 6.740 1.253
O 10.817 0.779 7.793 -0.467
C -3.765 2.601 -2.098 -0.087
C -2.557 2.809 -2.967 -0.304
O -2.537 4.213 -3.146 0.149
C -3.112 4.745 -2.026 -0.536
O -3.031 5.880 -1.705 0.192
O -3.791 3.792 -1.318 0.062
F -2.716 2.216 -4.178 0.072
H -4.689 2.526 -2.677 0.137
H -3.676 1.720 -1.465 0.100
H -1.615 2.482 -2.520 0.182
K -6.422 0.839 2.464 0.933
K -1.470 -7.997 -1.595 0.983

No. 4
64
Properties=species:S:1:pos:R:3:nbo_charge:R:1 method="wB97M-V/def2-TZVPD" relative_energy_ev=0.328 orbital_gap_ev="4.0 / 4.0" total_charge=+1
Pd 1.018 0.669 0.068 1.035
C 4.338 -1.248 0.072 -0.674
C 4.308 0.232 0.064 0.119
N 3.261 1.001 0.083 -0.477
C 3.598 2.333 0.047 0.087
C 4.943 2.563 0.006 -0.397
S 5.815 1.095 0.008 0.515
C 2.564 3.349 0.029 0.092
C 2.773 4.701 0.014 -0.408
S 1.284 5.536 -0.029 0.525
C 0.451 4.012 -0.025 0.131
N 1.244 2.984 0.006 -0.478
C -1.023 3.996 -0.067 -0.671
H 3.327 -1.640 0.100 0.242
H 4.892 -1.607 0.940 0.254
H 4.850 -1.604 -0.824 0.249
H 5.460 3.500 -0.033 0.257
H 3.701 5.235 0.025 0.254
H -1.404 5.011 -0.006 0.236
H -1.424 3.398 0.746 0.266
H -1.365 3.538 -0.991 0.267
C -1.235 1.750 2.773 -0.593
C -2.358 0.730 2.558 -0.238
C -1.791 -0.688 2.700 -0.598
C -3.082 0.843 1.236 -0.079
C -4.456 0.934 1.205 -0.203
C -5.159 0.936 0.004 -0.219
C -4.475 0.835 -1.205 -0.236
C -3.103 0.736 -1.249 0.007
C -2.383 0.593 -2.568 -0.255
C -1.470 1.784 -2.875 -0.598
C -1.561 -0.698 -2.614 -0.600
C -2.361 0.743 -0.010 0.337
O -1.101 0.652 -0.029 -0.788
H -0.803 1.594 3.760 0.213
H -1.625 2.764 2.740 0.205
H -0.428 1.626 2.032 0.186
H -3.103 0.886 3.347 0.210
H -0.976 -0.838 1.987 0.199
H -2.567 -1.427 2.513 0.215
H -1.405 -0.831 3.706 0.206
H -5.006 0.992 2.133 0.209
H -6.237 0.999 0.010 0.216
H -5.040 0.820 -2.125 0.211
H -3.149 0.549 -3.350 0.208
H -0.631 1.809 -2.170 0.192
H -2.028 2.717 -2.835 0.205
H -1.060 1.681 -3.876 0.212
H -0.700 -0.621 -1.947 0.205
H -1.196 -0.866 -3.623 0.205
H -2.167 -1.548 -2.312 0.212
N 0.965 -1.556 -0.227 -0.433
C 1.087 -2.699 -0.126 0.430
C 1.324 -4.081 -0.044 -0.168
C 0.365 -4.958 0.473 -0.142
C 0.642 -6.311 0.523 -0.206
C 1.860 -6.796 0.067 -0.148
C 2.812 -5.926 -0.444 -0.210
C 2.555 -4.572 -0.506 -0.152
H -0.582 -4.573 0.824 0.236
H -0.095 -6.994 0.917 0.236
H 2.067 -7.855 0.106 0.233
H 3.756 -6.308 -0.801 0.233
H 3.286 -3.887 -0.911 0.219

No. 5
13
Properties=species:S:1:pos:R:3:nbo_charge:R:1 method="wB97M-V/def2-TZVPD" relative_energy_ev=7.529 orbital_gap_ev=9.7 smiles="C1=C[C@H]2O[C@@H]2C=C1"
C -0.766 0.832 0.121 -0.227
C 0.470 1.408 0.108 -0.172
C 1.288 0.272 -0.470 -0.034
O 2.261 -0.624 0.032 -0.450
C 0.852 -0.804 0.422 0.034
C -0.524 -1.501 -0.140 -0.142
C -1.270 -0.470 -0.196 -0.244
H -1.717 1.377 0.147 0.205
H 0.739 2.474 0.189 0.226
H 1.315 0.362 -1.519 0.192
H 0.378 -0.323 1.551 0.213
H -0.870 -2.538 0.020 0.223
H -2.156 -0.465 -0.266 0.177

No. 6
87
Properties=species:S:1:pos:R:3:lowdin_charge:R:1 method="wB97M-V/def2-TZVPD" relative_energy_ev=1.557 orbital_gap_ev=5.1 total_charge=-1
N 0.004 -0.992 -0.609 0.289
H 0.939 -1.119 -0.248 0.061
H 0.010 -0.257 -1.301 0.085
H -0.692 -0.770 0.088 0.041
H -0.275 -1.882 -0.997 0.044
C 3.791 -0.642 0.958 -0.093
C 3.162 -2.057 1.107 -0.637
C 2.431 -2.230 2.403 -0.107
O 2.390 -2.428 -0.041 -0.317
H 4.462 -0.516 0.109 0.059
H 4.456 -0.391 1.785 0.054
H 2.965 0.054 0.816 0.042
H 4.035 -2.711 1.120 0.094
H 2.022 -3.240 2.364 0.074
H 1.543 -1.600 2.455 0.044
H 3.057 -2.122 3.289 0.059
C -2.159 -4.914 -2.049 -0.105
C -1.235 -3.796 -2.473 -0.743
C -2.041 -2.601 -2.775 -0.117
O -0.268 -3.692 -1.528 -0.269
H -2.860 -5.133 -2.854 0.054
H -2.690 -4.665 -1.130 0.049
H -1.542 -5.773 -1.785 0.067
H -0.763 -4.083 -3.412 0.102
H -1.408 -1.802 -3.161 0.071
H -2.420 -2.272 -1.807 0.045
H -3.001 -2.682 -3.285 0.064
C 4.120 3.692 -2.093 -0.058
C 4.172 2.324 -1.388 -0.152
O 4.160 1.307 -2.427 0.037
C 3.087 0.682 -2.815 -0.537
O 1.933 0.866 -2.418 0.093
O 3.431 -0.100 -3.887 -0.026
C 2.580 -0.781 -4.777 -0.050
H 4.675 3.765 -3.028 0.080
H 4.566 4.454 -1.454 0.075
H 3.099 4.011 -2.303 0.051
H 3.385 2.194 -0.645 0.099
H 5.155 2.299 -0.919 0.122
H 3.043 -1.399 -5.547 0.091
H 1.891 -0.055 -5.208 0.089
H 1.990 -1.443 -4.142 0.101
C -3.393 2.514 2.188 -0.028
C -2.377 2.486 0.923 -0.179
O -3.253 2.399 -0.195 0.010
C -3.168 1.458 -1.168 -0.524
O -2.319 0.587 -1.221 0.123
O -4.175 1.631 -2.052 0.009
C -4.309 0.610 -2.948 -0.096
H -4.285 1.948 1.918 0.073
H -3.666 3.568 2.241 0.058
H -2.838 2.292 3.099 0.061
H -1.745 1.635 1.178 0.082
H -1.798 3.409 0.887 0.105
H -5.210 0.742 -3.548 0.098
H -4.352 -0.346 -2.425 0.083
H -3.497 0.499 -3.666 0.102
C 3.442 2.396 4.335 -0.062
C 2.482 1.686 3.366 -0.170
O 2.330 2.586 2.267 0.020
C 1.507 2.393 1.262 -0.519
O 0.648 1.458 1.192 0.054
O 1.616 3.475 0.424 -0.028
C 0.639 3.573 -0.676 -0.007
H 3.270 3.471 4.389 0.074
H 4.510 2.291 4.141 0.071
H 3.380 2.071 5.374 0.070
H 1.515 1.704 3.868 0.118
H 2.816 0.702 3.037 0.102
H -0.161 4.294 -0.503 0.085
H 0.107 2.629 -0.791 0.078
H 1.254 3.721 -1.563 0.069
C -4.976 -1.603 0.398 -0.031
C -3.820 -2.496 0.952 -0.210
O -3.413 -2.199 2.258 0.031
C -2.315 -1.404 2.444 -0.476
O -1.628 -0.959 1.557 0.109
O -2.062 -1.210 3.775 -0.005
C -0.942 -0.438 4.123 -0.063
H -5.409 -1.940 -0.544 0.074
H -4.702 -0.547 0.405 0.059
H -5.865 -1.652 1.026 0.066
H -2.905 -2.658 0.382 0.107
H -4.114 -3.546 0.931 0.119
H 0.014 -0.961 4.095 0.091
H -1.018 -0.321 5.204 0.090
H -1.013 0.552 3.672 0.084

No. 7
35
Properties=species:S:1:pos:R:3:mulliken_spin:R:1 method="wB97M-V/def2-TZVPD" s_squared=3.78 relative_energy_ev=0.503 orbital_gap_ev="3.4 / 3.6" spin_multiplicity=4 total_charge=-2
C -1.453 -0.797 -1.728 0.117
C -1.701 -1.861 -0.800 -0.036
C -2.277 -1.275 0.386 0.032
H -1.437 -2.904 -0.928 0.014
C -2.405 0.144 0.162 0.051
C -1.885 0.431 -1.131 0.028
H -1.846 1.418 -1.569 0.010
H -0.975 -0.873 -2.699 0.028
H -2.528 -1.785 1.302 0.012
H -2.823 0.874 0.836 0.019
V -0.499 -0.479 0.049 2.670
Br 1.259 -1.654 1.796 0.005
C 2.405 1.438 0.291 -0.007
C 1.385 2.109 -0.455 0.010
C 1.188 1.381 -1.675 0.030
H 0.802 2.975 -0.120 -0.006
C 2.162 0.322 -1.716 0.012
C 2.875 0.338 -0.482 0.010
H 3.654 -0.349 -0.192 0.002
H 2.773 1.754 1.262 -0.002
H 0.424 1.611 -2.439 0.005
H 2.279 -0.394 -2.526 -0.008
O -1.277 -0.639 3.410 0.013
B -0.304 -0.290 2.407 0.059
O 0.373 0.939 2.761 -0.054
C -0.147 1.259 3.977 0.021
C 0.528 1.981 4.930 0.002
C 0.071 1.856 6.248 -0.001
C -1.103 1.153 6.549 0.001
C -1.834 0.511 5.547 -0.001
C -1.227 0.414 4.298 -0.037
H 1.418 2.539 4.640 0.000
H 0.628 2.363 7.035 0.000
H -1.467 1.129 7.585 0.000
H -2.831 0.107 5.743 0.000

No. 8
12
Properties=species:S:1:pos:R:3:nbo_charge:R:1 method="wB97M-V/def2-TZVPD" relative_energy_ev=7.096 orbital_gap_ev=8.1 total_charge=-1
C -0.076 -0.095 0.849 0.119
C -0.210 -1.052 -0.301 -0.778
C -0.016 1.295 0.348 -0.831
N -2.547 -0.206 0.482 0.283
O -3.092 0.882 0.144 -0.552
O -3.248 -1.255 0.263 -0.568
H 0.731 -1.634 -0.137 0.206
H -1.062 -1.670 -0.144 0.281
H -0.076 -0.402 -1.237 0.153
H 0.546 1.550 -0.530 0.179
H 0.504 1.968 1.102 0.181
H -1.125 1.482 0.396 0.327

Repeat the first record exactly.
74
Properties=species:S:1:pos:R:3:lowdin_charge:R:1 method="wB97M-V/def2-TZVPD" orbital_gap_ev=5.2 total_charge=-1
C 1.510 -4.209 1.472 0.102
C 0.457 -4.424 2.031 -0.146
C -0.760 -4.246 2.822 -0.209
C -1.654 -3.100 2.279 -0.182
C -1.819 -1.915 3.261 -0.112
C -0.989 -0.657 2.949 -0.398
C 0.226 -0.840 2.007 -0.252
O -0.256 -0.617 0.721 -0.299
P -1.333 0.764 0.764 0.581
C 0.077 2.037 1.193 -0.271
O 1.021 2.244 0.131 -0.195
C 2.184 1.489 0.255 -0.224
C 3.098 1.913 1.399 -0.183
O 4.244 1.072 1.328 -0.138
C 5.006 1.105 2.497 -0.209
C 5.881 -0.153 2.572 -0.205
O 6.353 -0.561 1.318 -0.129
C 5.563 -1.552 0.689 -0.266
C 6.399 -2.721 0.153 -0.069
B -2.895 -0.234 0.060 -0.526
C -2.852 -1.667 -0.631 -0.050
O -4.185 0.360 0.115 -0.032
O -1.703 0.439 2.472 -0.267
H 2.369 -4.044 0.895 0.006
H -0.480 -4.067 3.854 0.104
H -1.277 -5.204 2.801 0.099
H -1.288 -2.810 1.303 0.087
H -2.639 -3.532 2.117 0.097
H -1.549 -2.279 4.247 0.094
H -2.860 -1.608 3.223 0.113
H -0.515 -0.397 3.914 0.128
H 1.068 -0.190 2.266 0.089
H 0.629 -1.839 2.196 0.092
H -1.040 1.026 -0.658 0.029
H -2.273 1.845 0.898 -0.070
H 0.545 1.834 2.162 0.067
H -0.447 2.982 1.312 0.062
H 2.750 1.644 -0.665 0.127
H 2.014 0.412 0.328 0.115
H 3.349 2.973 1.318 0.131
H 2.620 1.702 2.354 0.102
H 5.696 1.956 2.457 0.121
H 4.407 1.171 3.408 0.122
H 6.751 0.098 3.178 0.117
H 5.341 -0.931 3.117 0.119
H 5.068 -1.083 -0.159 0.112
H 4.779 -1.951 1.328 0.111
H 6.276 -3.610 0.760 0.061
H 7.454 -2.481 0.071 0.069
H 6.056 -2.942 -0.853 0.064
H -3.302 -2.375 0.066 0.048
H -3.490 -1.639 -1.518 0.032
H -1.861 -1.995 -0.916 0.037
H -4.454 0.711 -0.749 -0.043
C -2.073 4.431 -1.045 -0.957
Cl -3.264 3.192 -0.664 0.566
Cl -1.014 3.944 -2.381 0.538
H -2.591 5.340 -1.333 0.003
H -1.463 4.608 -0.165 0.022
C -5.709 1.201 -4.077 -0.995
Cl -4.695 0.416 -5.298 0.480
Cl -4.774 1.831 -2.715 0.564
H -6.202 2.041 -4.553 -0.006
H -6.444 0.492 -3.713 0.030
C -3.515 4.811 -4.927 -1.012
Cl -4.405 3.749 -6.029 0.512
Cl -4.601 5.664 -3.822 0.505
H -2.830 4.208 -4.340 -0.036
H -2.970 5.542 -5.513 0.025
C -1.324 -1.836 -5.208 -1.037
Cl -0.106 -1.621 -3.949 0.521
Cl -2.797 -2.586 -4.583 0.488
H -1.579 -0.863 -5.613 0.011
H -0.915 -2.470 -5.986 0.017